Entry 1:
{"formula": "C30H43FFeN5O8P", "method": "the ωB97M-V functional and the def2-TZVPD basis", "elements": ["Fe", "N", "C", "C", "C", "N", "H", "H", "H", "H", "H", "H", "H", "H", "H", "H", "C", "C", "N", "C", "C", "C", "O", "O", "C", "O", "C", "C", "C", "F", "C", "C", "C", "N", "C", "C", "N", "C", "C", "H", "H", "H", "H", "H", "H", "H", "H", "H", "H", "H", "H", "H", "H", "H", "H", "H", "H", "O", "C", "C", "O", "C", "C", "O", "C", "O", "O", "C", "C", "P", "C", "C", "C", "C", "H", "H", "H", "H", "H", "H", "H", "H", "H", "H", "H", "H", "H", "H", "H"], "positions_angstrom": [[-1.81380, 1.44695, 1.03951], [-2.63199, 2.80981, 2.61697], [-3.98900, 3.36194, 2.54943], [-5.05103, 2.26967, 2.49569], [-5.00624, 1.40688, 1.24070], [-3.83254, 0.52726, 1.24184], [-2.50192, 2.20851, 3.42702], [-1.94332, 3.55051, 2.68832], [-4.05301, 3.96762, 1.64309], [-4.19489, 4.01664, 3.40385], [-6.02734, 2.75813, 2.53947], [-4.97756, 1.63501, 3.38725], [-4.93148, 2.05146, 0.36352], [-5.93389, 0.82976, 1.15787], [-3.82715, -0.09104, 0.43683], [-3.79530, -0.04937, 2.07996], [4.88461, -1.56063, 0.24247], [4.86887, -0.04179, 0.34448], [3.52161, 0.51604, 0.27339], [2.81483, 0.68996, 1.42661], [1.57291, 1.22387, 1.50486], [0.77542, 1.12685, 2.79641], [1.38624, 1.09794, 3.86031], [-0.47995, 0.99217, 2.61953], [1.00706, 1.79861, 0.31853], [-0.07340, 2.39660, 0.27053], [1.73882, 1.55928, -0.92852], [1.14365, 1.98073, -2.10841], [1.70148, 1.63560, -3.30059], [1.13797, 2.07748, -4.43801], [2.82824, 0.81338, -3.35785], [3.47226, 0.46471, -2.18077], [2.94651, 0.86058, -0.94190], [3.28582, 0.25150, -4.58914], [4.55614, 0.71718, -5.12113], [5.21496, -0.47919, -5.84360], [4.14227, -1.50917, -6.04957], [2.94483, -0.88338, -6.70206], [2.31145, 0.06775, -5.66513], [5.91030, -1.93199, 0.22559], [4.37488, -1.90262, -0.65894], [4.37643, -2.00724, 1.09704], [5.46745, 0.41823, -0.44257], [5.30039, 0.27791, 1.29211], [3.27925, 0.31387, 2.33137], [0.22929, 2.55590, -2.06852], [4.32840, -0.19574, -2.23469], [5.19683, 1.05417, -4.31094], [4.41894, 1.55734, -5.81343], [5.99811, -0.94654, -5.24950], [5.61342, -0.21646, -6.82109], [3.83543, -1.77653, -5.10651], [4.48358, -2.32516, -6.55156], [2.26442, -1.67259, -7.01165], [3.30850, -0.36102, -7.58475], [1.40283, -0.36474, -5.24635], [2.03903, 0.99862, -6.16343], [-2.19559, 0.95440, -5.09057], [-2.14092, 1.06361, -3.88659], [-1.42445, 0.12911, -2.93697], [-0.62487, -0.74691, -3.25973], [-1.80345, 0.56422, -1.60032], [-2.47913, 1.81523, -1.65265], [-2.74863, 2.47238, -0.59597], [-2.73233, 2.19100, -3.05224], [-3.25002, 3.20093, -3.48483], [-1.50227, 0.01978, -0.48032], [-4.50999, -2.82464, 3.42303], [-3.44221, -2.51228, 4.47118], [-2.25997, -1.22964, 3.85408], [-1.32763, -2.15886, 2.55918], [-0.76172, -3.52418, 2.93271], [-1.00425, -1.11198, 5.21790], [-1.03159, -2.16341, 6.32347], [-5.15085, -3.64826, 3.74252], [-4.06624, -3.10887, 2.46640], [-5.15216, -1.95981, 3.24171], [-2.94037, -3.43086, 4.78227], [-3.91754, -2.09812, 5.36442], [-0.52701, -1.47782, 2.26204], [-1.96836, -2.23517, 1.67616], [-0.07295, -3.45339, 3.77663], [-0.21060, -3.95391, 2.09319], [-1.54665, -4.23412, 3.20014], [-1.10246, -0.11438, 5.64855], [-0.02859, -1.09798, 4.72676], [-1.96474, -2.13568, 6.88823], [-0.21808, -1.98569, 7.03002], [-0.91392, -3.17596, 5.93559]], "forces_ev_per_angstrom": [[-0.3, 0.1, 0.3], [0.2, 0.0, 0.0], [0.0, 0.0, 0.0], [0.0, 0.0, 0.0], [0.0, 0.0, 0.0], [0.1, -0.2, 0.1], [0.0, 0.0, 0.0], [0.0, 0.0, 0.0], [0.0, 0.0, 0.0], [0.0, 0.0, 0.0], [0.0, 0.0, 0.0], [0.0, 0.0, 0.0], [0.0, 0.0, 0.0], [0.0, 0.0, 0.1], [0.0, 0.0, 0.0], [-0.1, 0.0, 0.0], [0.0, 0.0, 0.0], [-0.1, -0.1, 0.0], [0.0, 0.2, 0.0], [-0.1, -0.2, 0.0], [0.0, 0.1, -0.1], [0.2, -0.1, -0.2], [0.0, 0.0, 0.0], [-0.2, 0.1, 0.1], [-0.2, -0.3, -0.1], [0.3, 0.4, 0.0], [0.0, 0.2, 0.3], [0.0, 0.1, -0.1], [0.1, 0.0, 0.0], [0.0, 0.0, -0.1], [0.0, -0.1, 0.0], [0.0, 0.0, 0.0], [0.0, -0.1, 0.0], [0.1, 0.2, 0.0], [-0.1, 0.0, 0.0], [0.0, 0.0, 0.0], [0.0, 0.1, 0.1], [0.0, 0.0, 0.0], [-0.1, -0.1, 0.1], [0.0, 0.0, 0.0], [0.0, 0.0, 0.0], [0.0, 0.0, 0.0], [0.0, 0.0, 0.0], [0.0, 0.0, 0.0], [0.0, 0.1, 0.0], [0.0, 0.0, 0.0], [0.0, 0.0, 0.0], [0.0, 0.0, 0.0], [0.0, 0.0, 0.0], [0.0, 0.0, 0.0], [0.0, 0.0, 0.0], [0.0, -0.1, 0.0], [0.0, 0.0, 0.0], [0.0, 0.0, 0.0], [0.0, 0.0, 0.0], [-0.1, 0.0, 0.1], [0.0, 0.0, 0.0], [0.1, 0.0, -0.1], [0.0, 0.0, 0.2], [-0.1, 0.4, 0.0], [0.1, -0.1, -0.1], [0.2, -0.2, 0.1], [0.0, 0.2, 0.2], [-0.1, -0.1, -0.3], [0.1, -0.1, -0.1], [-0.1, 0.0, 0.0], [0.2, -0.1, -0.2], [0.0, 0.0, 0.0], [0.0, -0.1, 0.0], [-0.2, 0.0, 0.0], [0.0, 0.0, 0.0], [0.0, 0.0, 0.0], [0.0, 0.0, 0.0], [0.0, 0.0, 0.0], [0.0, 0.0, 0.0], [0.0, 0.0, 0.0], [0.0, 0.0, 0.0], [0.0, 0.0, 0.0], [0.0, 0.0, 0.0], [0.0, 0.0, 0.0], [0.0, 0.0, 0.0], [0.0, 0.0, 0.0], [0.0, 0.0, 0.0], [0.0, 0.0, 0.0], [0.0, 0.0, 0.0], [0.0, 0.0, 0.0], [0.0, 0.0, 0.0], [0.0, 0.0, 0.0], [0.0, 0.0, 0.0]], "lowdin_spin": [3.7244, 0.0296, 0.0037, 0.0002, 0.0035, 0.0353, 0.0011, 0.0004, 0.0001, 0.0016, 0.0000, 0.0000, 0.0001, 0.0017, 0.0008, 0.0022, 0.0001, 0.0002, 0.0037, 0.0033, 0.0011, 0.0057, 0.0041, 0.0451, 0.0075, 0.0202, 0.0014, 0.0008, 0.0003, 0.0000, 0.0010, 0.0003, 0.0007, 0.0002, 0.0001, 0.0000, 0.0000, 0.0000, 0.0000, 0.0000, 0.0000, 0.0000, 0.0000, 0.0000, 0.0002, 0.0001, 0.0000, 0.0000, 0.0000, 0.0000, 0.0000, 0.0000, 0.0000, 0.0000, 0.0000, 0.0000, 0.0000, 0.0034, 0.0017, 0.0019, 0.0013, 0.0008, 0.0024, 0.0444, 0.0022, 0.0017, 0.0389, 0.0002, 0.0001, 0.0003, -0.0004, -0.0001, 0.0001, 0.0000, 0.0000, 0.0000, 0.0001, 0.0000, 0.0000, -0.0003, -0.0001, 0.0000, 0.0000, 0.0000, 0.0000, 0.0000, 0.0000, 0.0000, 0.0000], "s2": 6.009, "spin_multiplicity": 5, "homo_ev": [-5.79, -5.82], "homo_lumo_gap_ev": [4.5, 4.5], "largest_force_ev_per_a": 0.48}

Entry 2:
{"formula": "C30H43N2O4PS2SiSn", "method": "the ωB97M-V functional and the def2-TZVPD basis", "elements": ["Sn", "N", "C", "C", "C", "C", "C", "C", "P", "C", "C", "C", "C", "C", "C", "C", "C", "C", "C", "C", "C", "H", "H", "H", "H", "H", "H", "H", "H", "H", "H", "H", "H", "H", "H", "H", "H", "C", "C", "C", "C", "O", "Si", "S", "O", "C", "C", "C", "C", "O", "C", "C", "C", "C", "H", "H", "H", "H", "H", "H", "H", "H", "H", "H", "H", "H", "H", "H", "H", "H", "H", "H", "H", "H", "H", "H", "H", "H", "H", "H", "H", "O", "S", "N"], "positions_angstrom": [[-1.42077, -0.88767, 1.06532], [-4.78430, 0.55100, 0.72399], [-5.30237, -0.33946, -0.21894], [-6.60529, -0.88690, -0.03259], [-7.04459, -1.93108, -0.75989], [-6.23581, -2.53920, -1.75045], [-4.98811, -1.99514, -1.92536], [-4.46758, -0.91629, -1.18067], [-2.75645, -0.37488, -1.46874], [-3.00430, 1.24547, -2.28160], [-1.89915, 2.15412, -2.27649], [-1.97829, 3.35549, -2.94890], [-3.09456, 3.68855, -3.64470], [-4.13469, 2.80464, -3.68591], [-4.07202, 1.54129, -3.14666], [-2.06206, -1.52615, -2.65500], [-1.66733, -1.18689, -4.00000], [-1.11597, -2.18005, -4.77592], [-1.10034, -3.55229, -4.36972], [-1.41071, -3.83116, -3.08755], [-1.88852, -2.82517, -2.19343], [-3.92119, 1.07866, 0.61664], [-5.42621, 1.07445, 1.33957], [-7.27662, -0.29070, 0.63867], [-8.03400, -2.39613, -0.61707], [-6.57331, -3.41807, -2.28980], [-4.38875, -2.29837, -2.80150], [-1.07583, 1.81655, -1.66505], [-1.13944, 4.06931, -2.84800], [-3.12476, 4.62210, -4.19787], [-5.01118, 3.02924, -4.30177], [-4.85142, 0.79875, -3.29893], [-1.67402, -0.17073, -4.33958], [-0.91719, -1.87828, -5.82524], [-0.63393, -4.32229, -4.96172], [-1.26623, -4.80999, -2.69064], [-2.11426, -3.15122, -1.17403], [3.56308, 0.96486, -1.43384], [4.41897, 0.04329, -0.59544], [4.55227, -1.39434, -1.19853], [5.81856, 0.71327, -0.29121], [3.87490, -0.18402, 0.73434], [2.45018, 0.04691, 1.45917], [1.02563, -0.92776, 0.21731], [2.57644, -0.66484, 2.89755], [2.33389, -1.95204, 3.49672], [2.82066, -3.08361, 2.57891], [0.84552, -2.12611, 3.77284], [3.08067, -1.95158, 4.88775], [2.08874, 1.61913, 1.60587], [2.42741, 2.85598, 2.35553], [3.86556, 3.06686, 2.03540], [1.57175, 3.99556, 1.84800], [2.03007, 2.56372, 3.79741], [4.13370, 1.61327, -2.11972], [3.02390, 1.67364, -0.79190], [2.81986, 0.49040, -2.03630], [4.87581, -1.30299, -2.21053], [3.54539, -1.84852, -1.35228], [5.17203, -2.08633, -0.57561], [6.43635, 0.76943, -1.21533], [6.29393, 0.17707, 0.51583], [5.66489, 1.74510, 0.16060], [2.21545, -3.06780, 1.71044], [2.78479, -4.07384, 3.09452], [3.83799, -2.86013, 2.18851], [0.34040, -2.37090, 2.81407], [0.53161, -1.15772, 4.15205], [0.68861, -2.94231, 4.47828], [4.11938, -1.79452, 4.78995], [2.94757, -2.86954, 5.50213], [2.68026, -1.06686, 5.49650], [3.98660, 3.54598, 1.00948], [4.45822, 2.13488, 2.07765], [4.34795, 3.78459, 2.68041], [1.76044, 4.07123, 0.77783], [1.91063, 4.92296, 2.37229], [0.53039, 3.86944, 2.09732], [2.77576, 2.02565, 4.31996], [1.10978, 1.98697, 3.86177], [1.82030, 3.49030, 4.36605], [-1.95779, 0.44262, 3.29506], [-2.09276, 1.61989, 2.42379], [-1.64417, 1.37123, 0.97896]], "forces_ev_per_angstrom": [[0.2, 0.8, -0.3], [-1.9, -0.3, -1.2], [1.0, 1.1, 2.8], [-1.1, 2.0, 0.9], [-1.3, -1.4, -0.2], [0.0, 0.3, 1.0], [1.7, 0.9, -1.4], [0.2, -1.4, -1.7], [-0.1, 0.7, -0.4], [1.4, 0.5, -0.9], [-1.4, -1.5, 0.9], [2.3, 0.4, 1.1], [-0.3, 0.8, -0.5], [-1.7, -0.5, -1.7], [0.1, -0.6, 1.6], [0.3, -0.1, -0.8], [0.2, -0.9, 2.0], [-1.0, -0.5, -1.5], [1.2, 1.9, -0.7], [-0.8, 0.8, 2.1], [0.5, -0.9, -1.0], [0.2, -0.4, -0.6], [0.1, -0.8, -0.4], [0.6, -1.1, -0.4], [0.4, 0.7, 0.2], [0.0, 0.3, -0.1], [-0.3, -0.2, 0.8], [0.4, 0.6, 0.0], [-0.5, -0.6, -0.3], [-0.2, -0.1, 0.2], [0.3, 0.1, 0.2], [-0.1, 0.3, -0.1], [-0.3, 0.3, -0.1], [0.3, -0.5, 0.8], [-0.2, 0.0, -0.4], [0.0, -0.6, 0.1], [-0.1, 0.3, -0.2], [0.0, 1.4, 0.2], [1.6, -0.9, 0.7], [-0.8, 0.4, 0.6], [-1.2, 0.8, -0.3], [-0.7, 0.0, -0.4], [2.1, 1.8, 1.4], [-1.2, -0.4, -0.8], [-0.8, -0.4, 0.1], [0.9, -1.1, 1.2], [1.4, 0.4, 0.9], [0.4, 0.3, -0.7], [-1.9, 1.0, 0.5], [-1.1, -0.6, -0.6], [-1.0, -1.2, 0.2], [1.4, 0.7, -1.1], [0.9, 0.5, 0.1], [-0.3, 1.1, 0.3], [0.1, -0.5, 0.3], [0.2, -0.1, 0.1], [-0.6, -0.8, -0.4], [0.9, -0.1, -0.7], [0.4, 0.3, 0.6], [-0.4, 0.8, -0.6], [-0.3, 0.0, 0.8], [0.4, -0.5, -0.1], [0.0, -1.1, -1.0], [-0.9, -0.4, -1.0], [0.0, 0.8, -0.5], [-0.4, -0.3, 0.6], [0.0, 0.1, 0.5], [-0.6, -0.1, 0.3], [-0.2, 0.2, 0.0], [1.2, 0.2, -0.4], [-0.2, 0.5, -0.7], [0.5, -1.2, -0.8], [-0.3, -0.9, 1.0], [-0.4, 0.4, 0.0], [0.0, 0.2, 0.5], [-0.4, 0.3, -0.1], [-0.2, -0.6, -0.6], [-0.4, -0.2, -0.2], [0.9, -0.7, 0.6], [-0.1, -0.1, -0.3], [0.3, -0.3, -0.4], [-0.1, -0.1, 0.1], [1.1, 0.0, -1.6], [-0.8, -0.3, 2.0]], "mulliken_charge": [0.6122, -0.1385, 0.8576, -0.6746, -0.6018, -0.7880, -0.4981, 0.3657, 0.6018, 0.6150, -0.5245, -0.6815, -0.3989, -0.7198, -0.3573, 0.3704, -0.6889, -0.5013, -0.7296, -0.6541, -0.0933, 0.1591, 0.3049, 0.3522, 0.4078, 0.4930, 0.4364, 0.4969, 0.3982, 0.4139, 0.3757, 0.4903, 0.4528, 0.3919, 0.4105, 0.4625, 0.4300, -1.2366, 1.3215, -1.4431, -1.4502, -0.2214, 0.2054, -0.0784, -0.4105, 1.2766, -1.3374, -0.8734, -1.5791, 0.4715, 1.6490, -1.3967, -1.5882, -1.5193, 0.3867, 0.1421, 0.3596, 0.5158, 0.1978, 0.2745, 0.4309, 0.3430, 0.2733, 0.3104, 0.4257, 0.2771, -0.3097, 0.3412, 0.5409, 0.4403, 0.4039, 0.3172, 0.2899, 0.2225, 0.5331, 0.3937, 0.4153, 0.2817, 0.3878, 0.1936, 0.4550, -0.5021, 0.4288, -0.4083], "spin_multiplicity": 1, "total_charge": 2, "homo_ev": [-14.19, -14.22], "homo_lumo_gap_ev": [5.1, 4.8], "largest_force_ev_per_a": 3.18}